No. 1
The following is a quantum chemistry calculation of a cluster of 9 separate species, C33H76ClINO8 in total at a distorted geometry, from the Open Molecules 2025 dataset.

HOMO energy = -11.487 eV
HOMO-LUMO gap = 0.260 Ha
lowest unoccupied orbital energy = -4.401 eV
strongest force on any atom = 4.60 eV/Å
net charge = +1
calculated total energy = -2717.10824 hartree

Cartesian coordinates (Å):
C 1.897 3.039 -1.037
N 0.780 2.133 -1.433
C -0.396 2.781 -2.016
C -1.638 2.014 -2.513
C -1.637 0.462 -2.399
I -3.262 -0.837 -3.026
C -0.357 -0.199 -1.757
C 0.851 0.681 -1.265
C 2.115 -0.063 -0.605
C 1.579 -1.074 0.530
C 1.337 -2.581 0.029
Cl 1.792 -3.802 1.359
H 2.596 3.179 -1.949
H 1.483 4.095 -0.816
H 2.483 2.710 -0.118
H -0.414 3.921 -2.117
H -2.541 2.545 -2.960
H -0.358 -1.342 -1.688
H 2.777 -0.578 -1.404
H 2.831 0.669 -0.066
H 2.288 -1.058 1.430
H 0.552 -0.676 0.886
H 1.885 -2.869 -0.929
H 0.202 -2.709 -0.132
C -0.789 -2.961 5.545
C 0.096 -1.733 5.406
C -0.384 -0.830 4.280
O 1.438 -2.142 5.146
H -0.775 -3.560 4.629
H -0.427 -3.606 6.350
H -1.823 -2.678 5.761
H 0.102 -1.176 6.347
H -0.354 -1.356 3.319
H 0.269 0.043 4.183
H -1.406 -0.485 4.458
H 1.440 -2.635 4.315
C -5.874 3.433 -1.612
C -7.032 2.481 -1.867
C -7.524 1.848 -0.575
O -6.614 1.457 -2.768
H -5.022 2.903 -1.172
H -5.524 3.872 -2.551
H -6.169 4.241 -0.937
H -7.853 3.020 -2.348
H -6.729 1.264 -0.099
H -8.347 1.158 -0.775
H -7.868 2.608 0.131
H -5.888 0.974 -2.352
C 7.214 -1.765 0.637
C 6.142 -0.757 1.018
C 5.604 -1.022 2.415
O 5.070 -0.824 0.076
H 6.810 -2.782 0.635
H 7.583 -1.570 -0.374
H 8.057 -1.726 1.331
H 6.555 0.255 0.969
H 5.144 -2.014 2.475
H 4.826 -0.297 2.672
H 6.398 -0.961 3.163
H 4.698 -1.716 0.112
C 2.421 -0.927 -5.782
C 3.228 -1.632 -4.703
C 3.759 -2.969 -5.193
O 2.404 -1.841 -3.554
H 1.553 -1.527 -6.074
H 2.035 0.027 -5.411
H 3.029 -0.738 -6.669
H 4.062 -0.996 -4.394
H 2.937 -3.640 -5.466
H 4.327 -3.470 -4.405
H 4.408 -2.841 -6.064
H 1.663 -2.403 -3.817
C -4.708 0.547 5.986
C -4.612 -0.965 6.106
C -5.842 -1.547 6.785
O -3.449 -1.308 6.857
H -4.777 1.014 6.973
H -3.812 0.952 5.506
H -5.583 0.842 5.399
H -4.498 -1.406 5.111
H -5.950 -1.154 7.801
H -5.753 -2.634 6.874
H -6.750 -1.316 6.222
H -3.540 -0.923 7.739
C 7.105 4.499 -3.737
C 5.944 3.551 -3.993
C 5.451 2.918 -2.700
O 6.357 2.527 -4.894
H 7.955 3.967 -3.299
H 7.456 4.937 -4.675
H 6.813 5.308 -3.061
H 5.124 4.095 -4.472
H 6.243 2.330 -2.226
H 4.624 2.230 -2.901
H 5.110 3.680 -1.993
H 7.082 2.040 -4.479
C -1.607 4.017 2.685
C -2.657 3.835 3.771
C -2.769 5.073 4.645
O -2.313 2.712 4.579
H -0.618 4.188 3.123
H -1.529 3.114 2.071
H -1.852 4.862 2.036
H -3.626 3.620 3.312
H -1.820 5.281 5.151
H -3.518 4.924 5.427
H -3.049 5.950 4.055
H -1.456 2.892 4.990
C -3.320 -6.295 -3.876
C -2.426 -5.071 -4.004
C -2.899 -4.153 -5.120
O -1.087 -5.487 -4.268
H -3.309 -6.884 -4.798
H -2.961 -6.950 -3.078
H -4.351 -6.009 -3.656
H -2.415 -4.523 -3.057
H -2.875 -4.668 -6.086
H -2.241 -3.284 -5.208
H -3.919 -3.803 -4.938
H -1.086 -5.973 -5.104

No. 2
The following is a quantum chemistry calculation of a structure of composition C43H45F6HfN3O10PS2 at a distorted geometry, from the Open Molecules 2025 dataset.

HOMO energy = -10.096 eV
HOMO-LUMO gap = 0.294 Ha
lowest unoccupied orbital energy = -2.087 eV
strongest force on any atom = 3.17 eV/Å
energy relative to the best compared isomer or geometry (same formula, charge and spin) = 0.00 kJ/mol
net charge = +1
calculated total energy = -4367.12433 hartree

Cartesian coordinates (Å):
Hf -0.206 0.360 0.322
C -2.651 -2.264 1.084
C -2.839 -1.690 -0.303
O -1.562 -1.555 -0.913
C -1.064 -2.757 -1.513
C 0.177 -2.479 -2.356
O 1.228 -1.891 -1.618
C 2.066 -2.746 -0.876
C 2.205 -2.058 0.468
O 0.887 -1.787 0.979
C 0.360 -2.841 1.780
C -0.791 -2.242 2.565
O -1.611 -1.490 1.684
H -2.351 -3.314 1.020
H -3.564 -2.190 1.678
H -3.237 -0.678 -0.225
H -3.508 -2.306 -0.909
H -1.838 -3.186 -2.156
H -0.826 -3.492 -0.736
H -0.081 -1.761 -3.126
H 0.503 -3.415 -2.821
H 3.040 -2.829 -1.365
H 1.640 -3.749 -0.772
H 2.692 -1.092 0.342
H 2.761 -2.658 1.189
H 1.131 -3.204 2.457
H 0.023 -3.670 1.150
H -0.415 -1.545 3.312
H -1.373 -3.017 3.067
F -3.937 3.596 2.830
C -3.699 2.473 2.182
F -4.816 2.033 1.619
F -3.244 1.545 3.026
S -2.420 2.768 0.869
O -2.134 1.404 0.362
O -2.974 3.658 -0.085
N -1.308 3.390 1.786
S 0.204 3.380 1.389
O 0.429 2.468 0.254
O 1.090 3.321 2.495
C 0.579 5.074 0.716
F -0.329 5.480 -0.159
F 1.772 5.011 0.127
F 0.621 5.920 1.731
N -0.164 0.603 -1.613
P -0.698 1.264 -2.923
C 0.701 1.829 -3.946
C 1.982 1.632 -3.441
C 3.082 2.122 -4.131
C 2.903 2.796 -5.329
C 1.626 2.986 -5.840
C 0.524 2.513 -5.147
C -1.721 2.776 -2.958
C -2.960 2.864 -3.584
C -3.551 4.104 -3.777
C -2.912 5.257 -3.351
C -1.678 5.174 -2.720
C -1.085 3.940 -2.529
C -1.671 0.117 -3.972
C -2.881 -0.374 -3.481
C -3.630 -1.271 -4.224
C -3.182 -1.683 -5.473
C -1.983 -1.196 -5.970
C -1.226 -0.306 -5.221
H 2.086 1.097 -2.506
H 4.079 1.979 -3.735
H 3.759 3.185 -5.865
H 1.488 3.507 -6.779
H -0.476 2.683 -5.529
H -3.461 1.974 -3.935
H -4.504 4.165 -4.286
H -3.367 6.222 -3.528
H -1.180 6.076 -2.392
H -0.103 3.859 -2.076
H -3.236 -0.032 -2.515
H -4.572 -1.645 -3.842
H -3.765 -2.384 -6.057
H -1.632 -1.503 -6.947
H -0.282 0.057 -5.604
C 7.094 -2.937 3.417
C 5.650 -2.540 3.583
C 4.702 -3.539 3.792
C 3.374 -3.216 4.002
C 2.966 -1.894 3.964
C 3.895 -0.881 3.737
N 3.497 0.468 3.707
C 2.422 0.925 4.513
C 2.692 1.399 5.794
C 1.678 1.808 6.641
C 0.356 1.745 6.220
C 0.076 1.331 4.935
C 1.098 0.935 4.062
C 0.722 0.735 2.649
O 1.540 0.541 1.708
O -0.522 0.775 2.312
C 5.252 -1.200 3.562
C 6.260 -0.088 3.415
H 7.190 -4.020 3.451
H 7.708 -2.522 4.219
H 7.500 -2.592 2.465
H 5.019 -4.574 3.822
H 2.659 -4.001 4.223
H 1.938 -1.627 4.164
H 4.288 1.091 3.756
H 3.721 1.424 6.133
H 1.920 2.164 7.634
H -0.447 2.038 6.883
H -0.938 1.330 4.564
H 5.968 0.633 2.648
H 7.237 -0.473 3.143
H 6.375 0.448 4.363

No. 3
The following is a quantum chemistry calculation of a cluster of 9 separate species, C70H155F24N2P8 in total at a distorted geometry, from the Open Molecules 2025 dataset.

HOMO energy (spin up / spin down) = -13.501 / -13.501 eV
HOMO-LUMO gap (spin up / spin down) = 0.322 / 0.171 Ha
<S²> = 0.76
lowest unoccupied orbital energy (spin up / spin down) = -4.752 / -8.840 eV
strongest force on any atom = 3.94 eV/Å
net charge = +2
calculated total energy = -7997.36920 hartree
spin multiplicity = 2

Cartesian coordinates (Å):
C 2.065 -0.029 -0.954
C 1.921 0.287 0.575
N 0.519 0.142 1.043
C -0.038 -0.945 1.657
C -1.366 -0.583 1.969
N -1.467 0.775 1.737
C -0.332 1.165 1.056
C -2.726 1.522 1.834
H 3.126 0.150 -1.126
H 1.670 0.825 -1.503
H 1.797 -0.992 -1.389
H 2.153 1.348 0.666
H 2.521 -0.307 1.264
H 0.497 -1.880 1.718
H -2.105 -1.180 2.484
H -0.081 2.203 0.896
H -3.446 0.770 2.158
H -3.017 1.869 0.843
H -2.699 2.301 2.595
C 1.782 7.068 -4.054
C 1.558 6.041 -5.148
C 0.830 4.671 -5.021
C 0.946 3.677 -6.211
P 1.919 2.160 -5.829
C 0.938 1.019 -4.624
C -0.567 1.252 -4.689
C -1.452 0.136 -4.119
C -0.891 -0.384 -2.824
C 2.210 1.251 -7.255
C 1.207 1.347 -8.379
C 1.742 0.566 -9.605
C 0.958 0.722 -10.843
C 3.502 2.721 -4.956
C 4.790 3.021 -5.758
C 4.689 4.180 -6.732
C 6.031 4.362 -7.507
H 2.273 7.966 -4.428
H 2.503 6.568 -3.407
H 0.844 7.133 -3.502
H 2.604 5.877 -5.407
H 1.001 6.523 -5.952
H -0.233 4.876 -4.890
H 1.053 4.260 -4.037
H 1.454 4.127 -7.064
H -0.016 3.415 -6.651
H 1.484 1.118 -3.686
H 1.110 -0.017 -4.916
H -0.702 1.300 -5.770
H -0.753 2.110 -4.044
H -1.636 -0.690 -4.805
H -2.429 0.610 -4.023
H -1.596 -1.041 -2.315
H -0.581 0.456 -2.202
H -0.101 -1.072 -3.124
H 2.345 0.239 -6.873
H 3.179 1.301 -7.752
H 0.997 2.381 -8.656
H 0.251 0.921 -8.076
H 1.924 -0.450 -9.256
H 2.749 0.847 -9.916
H -0.053 0.319 -10.794
H 1.508 0.194 -11.622
H 1.003 1.738 -11.236
H 3.574 2.034 -4.113
H 3.262 3.574 -4.320
H 5.295 2.193 -6.256
H 5.448 3.232 -4.915
H 4.782 5.117 -6.182
H 3.756 4.156 -7.295
H 6.137 3.363 -7.929
H 7.002 4.392 -7.012
H 6.118 4.869 -8.468
C 2.900 -5.214 -1.534
C 3.903 -5.083 -0.372
C 5.102 -4.170 -0.795
C 6.066 -4.104 0.395
P 7.148 -2.684 0.570
C 7.800 -2.356 -1.114
C 8.214 -3.541 -1.983
C 9.682 -3.573 -2.728
C 10.807 -3.561 -1.751
C 8.536 -3.010 1.683
C 8.031 -3.242 3.085
C 9.211 -3.562 4.057
C 8.823 -3.877 5.515
C 6.099 -1.286 0.998
C 6.973 -0.085 1.520
C 6.211 1.044 2.337
C 5.011 1.591 1.575
H 2.851 -4.253 -2.046
H 1.903 -5.503 -1.202
H 3.410 -5.822 -2.282
H 4.305 -6.084 -0.219
H 3.324 -4.804 0.509
H 4.615 -3.229 -1.051
H 5.643 -4.434 -1.704
H 6.718 -4.955 0.588
H 5.393 -4.042 1.250
H 8.715 -1.825 -0.852
H 7.240 -1.647 -1.722
H 7.490 -3.634 -2.793
H 8.038 -4.511 -1.518
H 9.808 -2.696 -3.363
H 9.667 -4.425 -3.407
H 11.288 -4.539 -1.743
H 10.504 -3.285 -0.741
H 11.544 -2.881 -2.179
H 9.334 -2.291 1.502
H 8.973 -3.928 1.290
H 7.479 -4.182 3.093
H 7.514 -2.394 3.535
H 9.836 -2.675 3.954
H 9.610 -4.462 3.587
H 9.617 -4.006 6.251
H 8.283 -4.799 5.731
H 8.140 -3.156 5.964
H 5.483 -1.685 1.804
H 5.449 -0.947 0.191
H 7.411 0.368 0.630
H 7.872 -0.405 2.047
H 7.011 1.774 2.461
H 5.872 0.688 3.310
H 4.986 1.414 0.499
H 4.991 2.653 1.819
H 4.081 1.153 1.937
C -6.429 7.191 7.403
C -5.451 6.297 6.542
C -4.665 7.145 5.521
C -3.719 6.246 4.678
P -3.234 7.267 3.266
C -4.611 7.970 2.288
C -4.359 8.782 1.022
C -5.606 9.567 0.618
C -5.536 10.340 -0.648
C -2.213 6.148 2.188
C -3.109 5.272 1.274
C -2.384 4.838 -0.021
C -3.380 4.289 -1.107
C -2.204 8.728 3.795
C -1.404 8.715 5.130
C 0.108 8.899 4.944
C 0.794 7.662 4.417
H -7.244 7.449 6.727
H -6.223 8.191 7.784
H -6.838 6.675 8.272
H -6.060 5.599 5.968
H -4.749 5.857 7.251
H -4.054 7.825 6.115
H -5.328 7.684 4.844
H -4.273 5.367 4.350
H -2.831 5.919 5.219
H -5.102 8.585 3.042
H -5.390 7.233 2.093
H -3.980 8.038 0.321
H -3.630 9.568 1.217
H -5.828 10.246 1.440
H -6.374 8.802 0.729
H -5.234 11.370 -0.455
H -6.533 10.376 -1.089
H -4.871 10.044 -1.459
H -1.465 5.596 2.758
H -1.567 6.780 1.580
H -4.104 5.687 1.110
H -3.373 4.408 1.884
H -1.598 4.134 0.250
H -1.895 5.716 -0.442
H -4.192 3.673 -0.719
H -2.869 3.612 -1.790
H -3.794 5.156 -1.623
H -2.959 9.494 3.973
H -1.537 8.982 2.971
H -1.815 8.020 5.862
H -1.571 9.741 5.458
H 0.598 9.208 5.867
H 0.334 9.812 4.393
H 1.834 7.944 4.254
H 0.250 7.214 3.586
H 0.765 6.944 5.237
C -0.837 -4.692 0.003
C -1.452 -5.855 0.704
C -2.963 -5.932 0.777
C -3.331 -7.461 0.688
P -5.119 -7.720 0.128
C -6.191 -6.479 0.943
C -6.182 -6.563 2.546
C -7.296 -5.686 3.199
C -6.863 -5.084 4.532
C -5.002 -7.426 -1.759
C -6.371 -7.116 -2.452
C -7.147 -8.415 -2.584
C -8.251 -8.516 -3.715
C -5.885 -9.307 0.664
C -5.036 -10.059 1.724
C -5.594 -11.490 1.981
C -4.896 -12.110 3.178
H 0.194 -4.909 -0.275
H -0.791 -3.732 0.518
H -1.297 -4.641 -0.984
H -0.970 -6.141 1.639
H -1.089 -6.710 0.134
H -3.368 -5.193 0.086
H -3.222 -5.491 1.739
H -3.347 -7.963 1.656
H -2.666 -7.999 0.013
H -7.147 -6.769 0.508
H -6.019 -5.482 0.536
H -5.192 -6.254 2.881
H -6.456 -7.591 2.782
H -8.143 -6.346 3.388
H -7.745 -4.946 2.537
H -7.642 -4.483 5.001
H -6.098 -4.347 4.286
H -6.438 -5.762 5.272
H -4.453 -8.236 -2.237
H -4.281 -6.609 -1.779
H -6.083 -6.815 -3.459
H -6.937 -6.296 -2.010
H -7.532 -8.491 -1.567
H -6.463 -9.254 -2.717
H -8.572 -9.557 -3.759
H -8.009 -8.135 -4.707
H -9.206 -8.042 -3.489
H -5.990 -9.811 -0.296
H -6.917 -9.289 1.013
H -5.047 -9.538 2.682
H -3.983 -9.994 1.453
H -5.445 -12.191 1.160
H -6.668 -11.405 2.150
H -3.833 -12.116 2.938
H -5.098 -13.181 3.175
H -5.046 -11.622 4.141
P -1.190 3.341 5.261
F -2.668 3.611 4.825
F -0.759 3.106 3.772
F -0.758 4.886 5.241
F 0.299 3.016 5.883
F -1.709 3.293 6.738
F -1.600 1.824 5.141
P -5.246 -2.060 1.923
F -4.108 -2.179 0.730
F -6.180 -3.053 0.984
F -4.679 -3.407 2.562
F -6.471 -2.081 3.001
F -4.321 -1.099 2.846
F -5.786 -0.600 1.265
P 2.448 -3.413 3.789
F 1.916 -4.295 5.004
F 2.521 -2.204 4.776
F 4.050 -3.781 4.140
F 2.958 -2.545 2.565
F 2.320 -4.732 2.790
F 0.883 -3.032 3.520
P 2.132 4.183 0.053
F 2.097 5.124 -1.358
F 3.108 5.275 0.704
F 0.923 5.088 0.670
F 2.215 3.252 1.412
F 0.983 3.195 -0.545
F 3.285 3.209 -0.607